Entry 1:
{"formula": "C3H8N3", "method": "ωB97M-V/def2-TZVPD", "species": ["C", "C", "C", "N", "N", "N", "H", "H", "H", "H", "H", "H", "H", "H"], "xyz": [[1.7132, 1.1729, -0.4568], [0.1816, -1.0138, -0.8380], [-1.9322, -0.6019, 0.3134], [1.0195, -0.0117, -1.1529], [1.2758, 1.4997, 0.6489], [-0.5016, -0.8646, 0.4500], [2.6576, 1.3906, -1.0018], [-1.9282, 0.2455, -0.4189], [-2.6660, -1.3875, 0.1095], [-2.5562, -0.2465, 1.2003], [1.3370, -0.2999, -2.0672], [1.7578, 2.1285, 1.1466], [-0.3987, -1.7686, 1.0375], [0.0405, -0.2426, 1.0294]], "forces_ev_per_angstrom": [[0.031, -2.531, -1.291], [0.719, 0.695, -1.395], [-2.765, 2.964, -0.034], [-0.790, -0.706, 1.005], [-2.725, -2.928, -1.755], [0.983, -2.974, 3.311], [-0.762, 0.337, 0.364], [-0.826, -0.957, 0.432], [1.359, -0.681, -1.155], [2.122, 0.168, -0.259], [0.711, 0.733, -0.269], [2.381, 3.194, 2.151], [-0.069, 1.127, -1.682], [-0.368, 1.559, 0.578]], "nbo_charge": [0.296, 0.292, -0.470, -0.611, -0.617, -0.619, 0.215, 0.236, 0.273, 0.268, 0.442, 0.384, 0.456, 0.454], "lumo_energy_ev": -4.51, "homo_ev": -13.91, "charge": 1, "e_tot_ha": -282.9934, "multiplicity": 1, "orbital_gap_ev": 9.4}


Entry 2:
{"formula": "CN2OS", "method": "ωB97M-V/def2-TZVPD", "species": ["O", "C", "N", "N", "S"], "xyz": [[-0.0326, 2.2547, -0.1025], [-0.0821, 1.1097, 0.0367], [-0.3048, -0.0115, 0.4095], [-0.2125, -1.3004, 0.3690], [0.6319, -2.0526, -0.7128]], "forces_ev_per_angstrom": [[0.223, 0.778, -0.358], [-0.079, -0.321, 0.143], [-0.190, 0.609, 0.210], [-0.223, -1.201, 0.373], [0.268, 0.135, -0.368]], "nbo_charge": [-0.457, 0.854, -0.369, -0.312, 0.284], "lumo_energy_ev": [-1.79, -1.79], "homo_ev": [-9.28, -9.28], "charge": 0, "e_tot_ha": -620.9479, "multiplicity": 1, "orbital_gap_ev": [7.5, 7.5], "smiles": "O=C=NN=S"}


Entry 3:
{"formula": "C33H33BrClN2O2PdSb", "method": "ωB97M-V/def2-TZVPD", "species": ["Pd", "C", "C", "C", "C", "C", "C", "C", "C", "C", "C", "C", "C", "C", "C", "C", "N", "H", "H", "H", "H", "H", "H", "H", "H", "H", "H", "Br", "C", "C", "C", "C", "C", "C", "C", "O", "O", "H", "H", "H", "H", "Cl", "C", "C", "C", "C", "N", "C", "H", "H", "H", "H", "C", "C", "Sb", "C", "C", "C", "C", "H", "H", "H", "H", "H", "H", "H", "H", "H", "H", "H", "H", "H", "H", "H"], "xyz": [[0.1329, -0.4221, 0.5679], [-0.4399, -0.6271, 4.8692], [0.8455, -0.8791, 5.3223], [1.8946, -0.9894, 4.4316], [1.6713, -0.7906, 3.0663], [0.3703, -0.5194, 2.6140], [-0.6823, -0.4933, 3.5086], [2.7075, -0.8360, 2.0443], [4.0703, -0.6043, 2.2865], [4.9412, -0.4957, 1.2326], [4.4708, -0.6934, -0.0840], [5.2769, -0.5995, -1.2291], [4.7681, -0.8889, -2.4714], [3.4481, -1.3298, -2.6155], [2.6271, -1.4174, -1.5168], [3.1047, -1.0482, -0.2479], [2.2490, -1.0759, 0.8029], [-1.2532, -0.5287, 5.5726], [1.0194, -1.0036, 6.3818], [2.8808, -1.2509, 4.7879], [-1.7013, -0.3465, 3.1540], [4.4193, -0.4912, 3.3023], [5.9840, -0.2703, 1.3940], [6.3058, -0.2943, -1.1131], [5.3936, -0.7926, -3.3468], [3.0794, -1.6068, -3.5944], [1.6005, -1.7715, -1.5765], [0.8729, 3.1651, -3.2134], [0.5815, 1.5501, -4.1546], [0.6659, 1.5727, -5.5377], [0.4004, 0.4269, -6.2633], [0.0637, -0.7472, -5.6078], [-0.0088, -0.7630, -4.2298], [0.2371, 0.3871, -3.4838], [0.0965, 0.2627, -1.9942], [0.6958, 1.0488, -1.2218], [-0.6334, -0.6754, -1.6028], [0.9339, 2.4896, -6.0376], [0.4540, 0.4573, -7.3412], [-0.1506, -1.6418, -6.1705], [-0.2785, -1.6601, -3.6916], [-0.3555, -6.3086, 1.0788], [-1.1361, -4.7899, 0.8443], [-2.5181, -4.7344, 0.6946], [-3.0888, -3.4845, 0.4968], [-2.2778, -2.3682, 0.4730], [-0.9564, -2.4351, 0.6309], [-0.3858, -3.6239, 0.8057], [-3.1154, -5.6317, 0.7344], [-4.1518, -3.3875, 0.3604], [-2.6913, -1.3794, 0.3067], [0.6923, -3.6413, 0.9135], [-0.8196, 4.0998, 2.2831], [-0.3701, 2.6860, 1.9624], [-1.7211, 1.5236, 0.6824], [-3.6026, 1.9352, 1.7747], [-4.8009, 1.2050, 1.1960], [-2.0088, 3.1088, -0.7942], [-2.6723, 2.6215, -2.0699], [-0.0828, 4.5929, 2.9175], [-1.7685, 4.0915, 2.8155], [-0.9328, 4.6919, 1.3779], [-0.2390, 2.1103, 2.8814], [0.5844, 2.6896, 1.4271], [-3.7564, 3.0090, 1.7270], [-3.4574, 1.6592, 2.8168], [-4.9289, 1.4422, 0.1394], [-5.7122, 1.4976, 1.7207], [-4.6843, 0.1254, 1.2989], [-1.0223, 3.5226, -1.0036], [-2.6211, 3.8704, -0.3099], [-2.1566, 1.7461, -2.4633], [-2.6492, 3.4007, -2.8317], [-3.7102, 2.3485, -1.8829]], "forces_ev_per_angstrom": [[-0.489, -0.859, -0.117], [-0.159, -0.001, -0.139], [0.011, -0.044, 0.321], [0.190, 0.020, -0.371], [-0.804, 0.112, 0.687], [0.256, 0.067, -0.274], [0.075, 0.038, 0.415], [-0.411, -0.371, -1.242], [0.634, 0.029, -0.203], [-0.486, -0.096, 0.205], [-0.492, -0.142, 0.056], [0.062, -0.014, -0.461], [0.507, 0.178, 0.268], [-0.583, -0.174, 0.344], [0.017, -0.083, -0.435], [0.543, -0.066, 0.154], [0.675, 0.123, 0.819], [-0.093, -0.073, 0.140], [0.055, -0.030, 0.053], [0.120, 0.033, 0.121], [0.046, 0.070, 0.065], [-0.023, 0.121, 0.030], [0.142, 0.044, 0.046], [0.152, 0.030, -0.024], [0.075, -0.014, -0.033], [-0.055, 0.028, -0.004], [0.135, 0.091, -0.130], [0.132, 0.275, -0.329], [-0.028, 0.034, 0.148], [0.038, 0.138, -0.008], [0.032, -0.008, -0.007], [0.025, -0.035, -0.040], [-0.043, 0.030, -0.069], [0.075, 0.037, 0.032], [-0.126, 0.292, -0.475], [0.216, -0.026, 0.225], [0.036, -0.356, 0.064], [-0.005, 0.109, -0.048], [0.017, -0.008, -0.096], [-0.002, -0.121, -0.077], [-0.039, -0.017, -0.007], [0.135, -0.117, 0.023], [-0.384, 0.060, -0.055], [0.400, 0.388, 0.017], [0.108, -0.392, 0.061], [-0.020, 0.151, -0.094], [-0.129, -0.030, 0.149], [-0.026, 0.107, 0.021], [-0.009, -0.087, -0.017], [-0.174, 0.064, -0.009], [0.085, -0.086, 0.005], [-0.015, -0.007, 0.056], [0.007, -0.113, -0.088], [-0.273, -0.282, -0.183], [-0.511, 1.421, 0.628], [0.549, -0.198, -0.187], [0.049, 0.031, 0.011], [0.061, -0.386, 0.265], [0.107, -0.017, 0.044], [0.011, 0.102, 0.047], [-0.107, 0.106, 0.045], [-0.062, 0.137, -0.044], [0.038, -0.033, -0.162], [-0.058, -0.097, 0.032], [0.072, 0.201, 0.035], [0.090, 0.025, 0.140], [-0.086, -0.081, -0.052], [-0.085, -0.069, -0.051], [-0.069, -0.063, -0.076], [-0.004, -0.044, 0.088], [0.081, 0.053, 0.080], [-0.047, -0.037, -0.139], [-0.075, -0.005, -0.104], [-0.085, -0.061, -0.093]], "lowdin_spin": [1.235, 0.009, -0.007, 0.007, 0.021, 0.168, 0.023, 0.016, 0.000, 0.006, 0.002, 0.002, -0.001, 0.002, -0.001, 0.009, 0.078, 0.002, -0.001, 0.002, 0.003, 0.000, 0.000, 0.000, 0.000, 0.000, -0.001, 0.001, 0.000, 0.000, 0.000, 0.000, 0.001, 0.002, 0.004, 0.052, 0.035, 0.000, 0.000, 0.000, 0.000, 0.002, 0.003, -0.003, 0.003, 0.006, 0.087, 0.007, 0.000, 0.001, 0.005, 0.001, 0.000, -0.001, 0.099, 0.054, 0.004, 0.041, 0.003, 0.000, 0.000, 0.000, 0.001, 0.002, 0.004, 0.001, 0.000, 0.001, 0.001, 0.001, 0.003, 0.001, 0.000, 0.000], "lumo_energy_ev": [-0.16, -0.34], "homo_ev": [-6.16, -8.12], "charge": 0, "e_tot_ha": -4939.5933, "multiplicity": 3, "orbital_gap_ev": [6.0, 7.8], "s2": 2.01}